(1)
C33H42BrIIrN3O5PSe2 | ωB97M-V/def2-TZVPD

Structure (XYZ):
```
89
Properties=species:S:1:pos:R:3:forces:R:3
Ir -0.31631 -0.12366 -0.26518 -0.5 -0.3 -0.3
Se -0.96322 -1.61356 2.27881 0.0 0.0 0.0
Se 0.53980 -0.49995 3.69158 0.1 0.0 0.0
C 2.13503 -0.97220 2.70954 0.0 0.0 0.0
C 3.15993 -1.60477 3.40118 0.0 0.0 0.0
C 4.29831 -1.95831 2.69288 0.0 0.0 0.0
C 4.34563 -1.69532 1.33283 0.0 0.0 0.0
C 3.26051 -1.06577 0.74207 0.1 -0.1 -0.1
N 2.17586 -0.68502 1.41810 0.0 -0.1 0.1
C -2.20161 -0.15863 2.20736 0.1 0.1 0.0
C -3.25456 -0.05268 3.09333 0.0 0.0 0.0
C -4.02825 1.10027 3.04176 0.0 0.0 0.1
C -3.70368 2.07969 2.12191 0.0 0.0 0.0
C -2.64607 1.86721 1.25059 0.0 -0.1 0.0
N -1.90769 0.75491 1.28089 0.0 0.0 0.0
H 3.06165 -1.81737 4.45656 0.0 0.0 0.0
H 5.11666 -2.46134 3.19118 0.0 0.0 0.0
H 5.19847 -1.98568 0.73414 0.0 0.0 0.0
H 3.24750 -0.85534 -0.32292 0.0 0.0 0.1
H -3.44764 -0.83741 3.81087 0.0 0.0 0.0
H -4.85818 1.23272 3.72338 0.0 0.0 0.0
H -4.26685 3.00071 2.06240 0.0 0.0 0.0
H -2.36991 2.59578 0.50574 0.0 0.0 0.0
Br 3.04061 -3.00994 -4.26165 0.0 0.0 -0.1
C 2.13526 -3.18258 -2.62793 0.0 0.0 0.0
C 2.13452 -4.37791 -1.93372 0.0 -0.1 0.1
C 1.45801 -4.42498 -0.72505 0.0 0.0 0.0
C 0.82022 -3.28708 -0.26793 0.0 0.1 -0.1
N 0.80614 -2.14002 -0.95362 0.1 -0.1 0.1
C 1.45515 -2.09031 -2.11909 -0.1 0.0 0.1
H 2.64721 -5.24583 -2.32612 0.0 0.0 0.0
H 1.43060 -5.33343 -0.13939 0.0 0.0 0.0
H 0.30944 -3.28868 0.68291 0.0 0.0 0.0
H 1.41528 -1.16239 -2.67195 0.0 0.0 0.0
C 0.13491 4.07651 1.39671 0.0 0.0 0.0
C 0.68124 3.06683 0.40758 -0.1 -0.1 0.0
O -0.33540 2.49905 -0.42672 0.0 0.1 -0.2
C -0.66308 3.34791 -1.54570 0.0 0.0 0.2
C -1.81504 2.75079 -2.30552 0.0 0.0 -0.1
H 0.95601 4.53418 1.95078 0.0 0.0 0.0
H -0.52707 3.59488 2.11686 0.0 0.0 0.0
H -0.41135 4.87818 0.89941 0.0 0.0 0.0
H 1.13363 2.22607 0.93762 0.0 0.0 0.0
H 1.44877 3.51918 -0.23134 0.0 0.0 0.0
H 0.21512 3.44559 -2.18482 0.1 0.0 0.0
H -0.92439 4.33788 -1.16221 0.0 0.0 -0.1
H -1.62505 1.69255 -2.48449 0.0 -0.1 0.0
H -1.91069 3.23566 -3.27693 0.0 0.0 0.0
H -2.76011 2.86297 -1.77259 0.0 0.0 0.0
O 1.63449 1.55471 -3.12015 -0.2 -0.2 0.2
C 2.11107 1.25154 -2.02730 0.0 0.3 -0.2
O 1.63479 0.56732 -1.07492 -0.1 0.1 -0.1
C 3.50162 1.82152 -1.75545 0.1 0.0 -0.3
C 4.26206 2.28440 -2.89181 -0.1 -0.1 0.1
C 5.50888 2.84268 -2.77875 0.0 0.0 0.1
C 5.98146 2.95048 -1.47633 -0.1 -0.1 0.1
O 7.12641 3.44595 -1.05711 0.2 0.1 0.1
C 7.15740 3.35964 0.37674 -0.2 -0.1 -0.2
O 5.91814 2.73914 0.75197 0.1 0.1 0.2
C 5.22358 2.50689 -0.34589 0.0 0.0 -0.2
C 3.96971 1.92688 -0.46874 0.1 0.1 0.1
H 3.79653 2.17848 -3.86284 0.0 0.0 0.0
H 6.08158 3.18726 -3.62734 0.0 0.0 0.0
H 7.20709 4.35996 0.80020 0.0 0.0 0.0
H 7.99097 2.73417 0.68584 0.0 0.0 0.0
H 3.39150 1.58641 0.37884 0.0 0.0 0.0
I 0.12656 0.43726 -5.28064 0.0 0.0 0.0
C -4.47728 0.39336 -1.22462 0.0 0.0 0.0
C -3.62015 -0.37369 -2.22447 0.0 0.1 0.0
P -2.17945 -1.25633 -1.52477 0.3 0.3 0.1
C -2.93870 -2.48095 -0.39481 -0.1 0.0 0.0
C -3.94392 -3.46922 -0.98638 0.0 0.0 0.0
C -1.57504 -2.24976 -2.94888 -0.1 -0.1 0.0
C -2.57089 -2.58578 -4.06057 0.0 0.0 0.0
H -5.32979 0.84250 -1.73377 0.0 0.0 0.0
H -3.91678 1.19563 -0.75197 0.0 0.0 0.0
H -4.87144 -0.25628 -0.44043 0.0 0.0 0.0
H -3.24400 0.29052 -3.00495 0.0 0.0 0.0
H -4.22490 -1.12756 -2.72833 0.0 0.0 0.0
H -3.41137 -1.90714 0.40893 0.0 0.0 0.0
H -2.10793 -3.02846 0.05988 0.0 0.0 0.0
H -4.76407 -2.96647 -1.49935 0.0 0.0 0.0
H -4.38031 -4.06932 -0.18777 0.0 0.0 0.0
H -3.46777 -4.15417 -1.68703 0.0 0.0 0.0
H -1.14434 -3.16153 -2.52498 0.0 0.0 0.0
H -0.75254 -1.68747 -3.38503 0.1 0.0 0.0
H -3.48557 -3.05047 -3.69851 0.0 0.0 0.0
H -2.10250 -3.28331 -4.75548 0.0 0.0 0.0
H -2.84231 -1.69590 -4.62860 0.0 0.0 0.0
```
Forces are in eV/Å.

The total charge is +2. The value obtained for the gap between HOMO and LUMO (spin up / spin down) is 0.2573 / 0.1813 hartree. Its total energy is -9942.8036 Eh. The multiplicity is 6. The highest occupied orbital energy (spin up / spin down) comes out at -12.1695 / -13.2890 eV. The relative energy (zero: lowest compared OMol25 entry of this formula, charge and spin) comes out at 9.42 kcal/mol.

(2)
C37H63ClN2O12S2 | ωB97M-V/def2-TZVPD

Structure (XYZ):
```
117
Properties=species:S:1:pos:R:3:forces:R:3
C -0.90349 -3.64698 4.12421 -0.9 -0.8 0.5
C -2.37287 -3.42012 3.74063 0.8 -0.5 -1.2
O -2.69836 -3.43125 2.57988 -0.4 0.1 1.0
O -3.28519 -3.24950 4.77954 0.6 0.5 -0.1
C -3.36972 -1.80340 5.01206 -0.1 -0.5 -0.8
C -4.38841 -1.24233 4.03263 -0.1 -0.2 0.9
C -5.74160 -1.72854 4.18225 0.6 -0.3 0.7
C -6.76230 -1.37059 3.38697 -0.3 0.2 -0.4
C -6.46026 -0.46461 2.32525 0.1 -0.1 0.3
N -7.31744 -0.00739 1.40091 1.3 0.3 0.0
S -6.40336 0.95976 0.48080 -0.4 0.5 -0.7
N -4.94640 0.88387 1.16085 -1.1 -0.5 0.2
C -5.11467 0.04102 2.19136 0.2 -0.1 0.1
C -4.05262 -0.35150 3.07045 0.3 0.0 -0.3
C -2.64882 0.23730 2.87638 -1.2 -0.1 0.7
C -2.27588 1.04890 4.15206 0.5 0.6 -0.6
C -1.35422 2.27466 3.87471 -0.5 -0.6 0.9
C 0.13123 1.90930 3.67939 -1.4 1.4 -0.2
S 0.54656 1.06189 2.12545 4.0 -1.5 0.2
O 0.55885 -0.36719 2.24996 -2.3 -0.2 0.3
O 1.89792 1.45206 1.80506 -0.5 1.7 -0.2
Cl -0.59813 1.68459 0.54149 -0.1 0.0 0.8
H -0.42355 -2.70986 4.43068 -0.1 -0.3 0.1
H -0.39562 -4.08667 3.26186 -0.1 0.4 0.1
H -0.89788 -4.40818 4.93333 0.2 0.7 -0.2
H -3.64579 -1.62785 6.05737 0.1 -0.2 -0.2
H -2.36209 -1.42136 4.81198 -0.4 0.2 0.3
H -5.93506 -2.43519 4.99077 0.1 0.1 -0.2
H -7.76176 -1.76989 3.53937 0.2 0.2 -0.2
H -2.75802 0.92400 2.02926 0.4 -0.2 0.2
H -1.95477 -0.57831 2.63952 0.0 0.3 0.0
H -1.76285 0.46464 4.92770 -0.2 -0.1 -0.3
H -3.21828 1.39706 4.59727 0.3 0.1 -0.1
H -1.75588 2.92879 3.08986 0.2 -0.3 0.0
H -1.39346 2.86808 4.80432 0.2 0.0 -0.3
H 0.68699 2.85788 3.66495 0.1 -0.4 -0.4
H 0.52529 1.34741 4.53701 0.0 -0.5 -0.7
C 0.47851 -0.58834 -4.35612 0.0 0.0 -0.3
C -0.07699 0.80853 -4.31648 -0.1 0.0 -0.3
O -0.55224 1.32922 -5.30170 0.0 0.0 0.1
C -0.01561 1.53742 -2.99731 -0.1 0.3 -0.1
H 0.37326 -0.98800 -5.36372 0.0 0.0 0.0
H 1.53796 -0.57416 -4.09206 0.0 -0.2 0.2
H -0.07132 -1.23098 -3.66636 0.2 0.0 0.1
H 1.02324 1.64170 -2.67853 0.0 -0.2 0.1
H -0.58448 0.99256 -2.24290 0.2 -0.1 0.1
H -0.44835 2.53011 -3.11468 0.0 0.0 0.0
C -1.65810 -8.65024 7.13962 0.3 0.1 0.0
C -1.82403 -7.22292 6.67966 0.0 0.1 0.0
O -0.86733 -6.52411 6.43571 0.0 0.0 0.0
C -3.23380 -6.70328 6.53666 0.2 0.3 -0.1
H -0.59796 -8.88964 7.19795 0.0 0.0 0.0
H -2.10263 -8.77766 8.12797 -0.1 -0.1 -0.1
H -2.13344 -9.32836 6.42910 -0.1 0.0 0.1
H -3.74635 -6.74679 7.49917 -0.1 -0.2 -0.1
H -3.77730 -7.29752 5.80016 -0.1 -0.1 0.1
H -3.20635 -5.66748 6.20022 0.0 0.0 0.0
C 4.29914 -0.95119 -7.39653 0.2 0.0 0.3
C 3.70582 0.27916 -6.75861 -0.1 0.3 0.1
O 4.12585 0.71390 -5.70608 0.1 -0.1 0.0
C 2.56701 0.94889 -7.47549 0.0 0.3 0.5
H 5.10831 -1.32746 -6.77220 0.0 0.0 0.0
H 3.53593 -1.72532 -7.48868 0.0 0.1 -0.2
H 4.70013 -0.70382 -8.38096 -0.2 -0.1 -0.1
H 1.73107 0.25748 -7.56877 0.2 0.2 -0.2
H 2.89119 1.28322 -8.46276 -0.1 -0.2 -0.1
H 2.24259 1.81622 -6.90170 0.1 0.0 0.0
C 1.06118 -2.55220 -10.70556 0.2 0.0 0.2
C 0.46970 -1.32153 -10.06435 0.0 0.0 0.1
O 0.89774 -0.88702 -9.01914 -0.2 -0.3 -0.3
C -0.67774 -0.65468 -10.77981 0.0 0.2 0.2
H 1.87451 -2.92662 -10.08644 0.0 0.0 0.0
H 0.30001 -3.32891 -10.79379 0.0 0.0 -0.2
H 1.45530 -2.30553 -11.69278 -0.2 -0.1 -0.1
H -1.51413 -1.34940 -10.87132 0.0 0.0 -0.2
H -0.35892 -0.32571 -11.77028 -0.1 -0.2 -0.1
H -1.00303 0.21312 -10.20910 0.0 0.0 0.0
C 3.73430 3.70950 5.80340 -0.2 0.0 0.2
C 3.64352 2.21880 6.02210 0.0 -0.1 0.1
O 2.91764 1.74985 6.86997 -0.1 0.0 -0.1
C 4.49189 1.33840 5.14218 -0.1 -0.2 0.1
H 3.07311 4.21699 6.50384 0.0 0.0 0.0
H 4.75600 4.05100 5.97543 0.0 0.0 -0.2
H 3.42557 3.95722 4.78600 0.2 0.0 -0.1
H 5.54853 1.57183 5.28298 0.0 0.1 -0.2
H 4.21237 1.48396 4.09638 0.2 0.1 0.0
H 4.32677 0.29585 5.40779 0.0 0.0 0.0
C -6.58935 5.50229 0.68117 0.0 -0.1 0.3
C -5.13018 5.45777 1.06764 0.0 -0.1 0.1
O -4.77177 5.01040 2.13263 0.0 0.0 0.0
C -4.13751 5.99602 0.06633 0.2 -0.1 0.2
H -7.18884 5.08531 1.48833 0.0 0.0 0.0
H -6.90020 6.53433 0.51080 0.0 0.0 -0.2
H -6.75293 4.90976 -0.22060 0.0 0.2 -0.1
H -4.34125 7.04950 -0.13206 -0.1 -0.1 -0.2
H -4.19765 5.42576 -0.86216 -0.1 0.1 -0.1
H -3.13111 5.90334 0.47056 0.0 0.0 0.0
C 4.94561 -2.91981 -1.45774 -0.2 -0.2 -0.1
C 4.26584 -2.07999 -2.51195 -0.1 0.0 0.0
O 3.43940 -2.55362 -3.25772 0.0 0.0 0.0
C 4.65997 -0.62718 -2.59474 -0.3 0.1 -0.2
H 4.56863 -3.93964 -1.51003 0.0 0.0 0.0
H 6.02327 -2.93358 -1.62952 0.0 0.1 0.1
H 4.73308 -2.51651 -0.46627 0.2 0.1 0.0
H 5.72493 -0.54292 -2.81795 0.0 0.1 0.2
H 4.43062 -0.12570 -1.65156 0.2 0.0 0.1
H 4.09820 -0.14383 -3.39200 0.1 0.0 0.0
C 5.35107 3.83118 -2.94971 0.1 0.2 0.0
C 5.32400 4.31820 -1.52192 0.1 0.1 0.0
O 5.78717 5.39237 -1.21308 0.0 0.0 0.0
C 4.69559 3.41009 -0.49200 0.1 0.2 0.1
H 5.82898 4.58164 -3.57646 0.0 0.0 0.0
H 5.92031 2.90251 -3.01597 -0.2 -0.1 0.0
H 4.33326 3.66938 -3.30843 0.0 -0.2 0.0
H 5.23761 2.46358 -0.45356 -0.2 -0.1 -0.1
H 3.64835 3.23217 -0.74236 0.0 -0.2 0.0
H 4.74525 3.88360 0.48671 0.0 0.0 0.0
```
Forces are in eV/Å.

The value obtained for the gap between HOMO and LUMO is 0.3131 hartree. Its total energy is -3716.5443 Eh. The highest occupied orbital energy comes out at -8.9210 eV.